1.
ORCA calculation (ωB97M-V/def2-TZVPD) on C3H3N3O2 in the gas phase at a distorted geometry.

The geometry in XYZ format:
```
11
Properties=species:S:1:pos:R:3:forces:R:3:mulliken_charge:R:1
C -0.5289 -0.1780 -0.1348 -0.9 -1.4 0.4 0.756
C -0.2845 1.1701 -0.1228 1.2 2.3 1.4 -0.366
C 1.8625 -0.4818 -0.0648 -0.6 -0.4 -0.9 0.501
H -1.8567 -1.7056 0.0389 0.2 -3.0 0.0 0.229
H -2.6539 -0.2587 0.4422 3.1 -1.0 -1.5 0.244
H -1.0431 2.0156 0.0599 1.1 -1.9 -0.5 0.301
N -1.7653 -0.7586 0.0115 -1.9 4.5 0.9 -0.460
N 1.0366 1.6624 0.0358 -1.0 -0.9 -1.6 -0.183
N 2.0819 0.9280 -0.1174 -2.1 -0.7 1.1 -0.284
O 2.6897 -1.2913 0.0932 0.6 -0.5 0.1 -0.405
O 0.4616 -1.1022 -0.2416 0.4 2.9 0.4 -0.331
```
Positions in Å, forces in eV/Å.

M	113.08	g/mol
frontier orbital gap	8.710	eV
total charge	0
total energy	-11722.4596	eV
relative energy (zero: lowest compared OMol25 entry of this formula, charge and spin)	80.7	kcal per mole
LUMO	-0.020	Eh

2.
ORCA calculation (ωB97M-V/def2-TZVPD) on a gas-phase ion, C6H10N (charge +1) at a distorted geometry.

The geometry in XYZ format:
```
17
Properties=species:S:1:pos:R:3:forces:R:3:mulliken_charge:R:1
C 1.8403 -0.5075 1.1279 -1.4 0.1 -0.5 -0.204
C 0.4208 -0.7493 0.6327 1.5 2.2 -1.4 0.761
C -0.4630 0.4179 0.1770 2.6 1.2 1.5 0.338
C 0.6145 -1.3486 -0.8408 0.9 0.9 0.8 -1.378
C 0.1176 1.7947 -0.1147 1.4 -2.5 -1.8 -1.362
C -1.8769 0.1730 0.1407 1.5 0.1 -3.4 -1.107
N 2.9633 -0.5617 1.3660 -0.3 0.3 0.1 -0.317
H -0.0129 -1.4303 1.3145 -0.9 -0.7 0.5 0.586
H 1.6770 -1.5706 -0.8845 -0.1 0.1 -0.6 0.424
H 0.3059 -0.6375 -1.6088 0.3 -0.1 -0.2 0.480
H 0.0750 -2.2388 -0.9179 -1.1 -1.3 -0.2 0.356
H 1.1335 1.8620 -0.6403 -1.2 -0.5 1.2 0.328
H 0.1413 2.2789 0.8175 0.5 0.5 1.9 0.420
H -0.5467 2.3964 -0.6510 -1.3 0.7 -1.1 0.513
H -2.5215 0.9990 -0.0887 -0.2 0.4 0.1 0.429
H -2.0432 -0.3832 0.9787 -1.5 -1.8 2.0 0.391
H -1.8249 -0.4944 -0.8081 -0.7 0.4 1.2 0.341
```
Positions in Å, forces in eV/Å.

M	96.15	g/mol
frontier orbital gap	9.747	eV
total charge	+1
total energy	-7864.2161	eV
relative energy (zero: lowest compared OMol25 entry of this formula, charge and spin)	49.2	kcal per mole
LUMO	-0.235	Eh

3.
ORCA calculation (ωB97M-V/def2-TZVPD) on C28H22ClN3O4 in the gas phase.

The geometry in XYZ format:
```
58
Properties=species:S:1:pos:R:3:forces:R:3:mulliken_charge:R:1
O 1.1377 2.6016 3.5781 0.2 -0.1 0.3 -0.669
C 0.9218 2.7901 2.3975 -0.2 0.1 -0.2 0.262
N 0.2342 3.8701 1.9434 -0.2 0.1 -0.2 -0.162
H 0.2113 4.0622 0.9547 0.1 -0.1 0.1 0.284
C -0.1817 4.9367 2.8343 0.0 0.1 0.0 -0.954
C 0.6372 6.1696 2.6381 0.6 -0.3 0.6 0.411
C 1.9022 6.4870 3.0376 -0.6 -0.2 -0.1 -0.334
C 2.1696 7.7769 2.5175 -0.4 0.3 -0.3 -0.471
C 1.0503 8.1450 1.8394 0.8 0.3 0.1 -0.419
O 0.1187 7.1784 1.9010 -0.5 -0.2 -0.1 -0.353
H 0.7997 9.0330 1.2940 -0.1 0.1 -0.1 0.464
H 3.0680 8.3466 2.6365 0.2 0.2 0.0 0.412
H 2.5527 5.8772 3.6299 0.1 -0.2 0.1 0.527
H -0.0496 4.5507 3.8485 -0.1 0.1 -0.2 0.407
H -1.2359 5.1705 2.6565 0.1 0.0 0.1 0.281
C 1.3751 1.8466 1.3347 0.2 -0.3 -0.1 0.824
C 2.5416 1.1217 1.5577 -0.1 0.1 0.1 -0.785
C 3.0063 0.2272 0.6129 -0.1 0.1 -0.1 -0.670
C 2.3078 0.0337 -0.5704 0.0 0.1 0.1 0.781
C 1.1309 0.7430 -0.7857 0.1 -0.1 -0.1 -0.294
C 0.6660 1.6420 0.1547 0.0 0.1 0.1 -0.964
H -0.2668 2.1581 -0.0236 -0.1 0.1 0.0 0.457
H 0.5737 0.5892 -1.6997 -0.1 0.0 -0.1 0.433
C 2.7726 -0.9629 -1.5984 0.2 0.1 0.0 -1.431
N 1.6738 -1.8565 -1.9535 0.3 0.1 0.0 -0.003
C 1.2408 -2.6846 -0.9371 -0.1 -0.3 0.0 0.691
O 1.8377 -2.7497 0.1156 0.2 0.1 0.2 -0.619
N 0.1042 -3.4254 -1.1785 0.1 -0.1 0.3 0.197
C -0.5743 -3.3788 -2.3795 -0.1 0.2 -0.7 0.861
C -1.7470 -4.1050 -2.6044 0.0 -0.1 0.1 -0.662
C -2.3706 -4.0576 -3.8342 0.1 0.1 0.0 -0.757
C -1.8560 -3.2887 -4.8713 0.0 0.0 -0.1 -0.640
C -0.7136 -2.5515 -4.6576 0.1 0.0 0.2 -0.614
C -0.0696 -2.5875 -3.4207 -0.3 -0.2 -0.1 0.458
C 1.1109 -1.7502 -3.2143 0.0 0.0 -0.1 0.827
O 1.5711 -0.9984 -4.0482 -0.1 0.0 -0.1 -0.693
H -0.2857 -1.9278 -5.4275 0.0 0.1 -0.1 0.483
H -2.3521 -3.2650 -5.8286 0.0 0.0 -0.1 0.410
H -3.2741 -4.6287 -3.9867 -0.1 -0.1 0.0 0.424
H -2.1827 -4.6997 -1.8206 0.0 -0.1 0.1 0.314
C -0.4049 -4.2028 -0.0587 0.1 -0.1 0.3 -1.760
C -1.6202 -3.5566 0.5560 -0.2 0.0 0.0 0.897
C -1.6014 -2.2007 0.8626 0.0 -0.1 0.0 -0.431
C -2.7110 -1.5976 1.4257 0.0 0.0 0.0 -0.650
C -3.8527 -2.3340 1.6921 -0.1 -0.1 0.0 -0.570
C -3.8636 -3.6861 1.3930 0.2 0.2 0.0 0.188
C -2.7588 -4.3015 0.8274 0.1 0.1 0.1 -0.660
H -2.7891 -5.3592 0.6120 0.0 -0.1 -0.1 0.429
Cl -5.2765 -4.6258 1.7228 -0.2 -0.1 0.0 -0.225
H -4.7212 -1.8695 2.1311 -0.1 0.0 0.0 0.429
H -2.6858 -0.5459 1.6664 0.0 0.1 0.0 0.451
H -0.7106 -1.6198 0.6747 0.1 0.1 0.0 0.525
H 0.4041 -4.2272 0.6796 -0.2 -0.1 -0.2 0.455
H -0.6144 -5.2244 -0.3831 0.0 0.1 0.0 0.534
H 3.0722 -0.4633 -2.5239 0.0 -0.1 0.2 0.514
H 3.6011 -1.5568 -1.2072 -0.1 0.1 -0.1 0.341
H 3.9073 -0.3363 0.7998 0.1 -0.1 0.0 0.374
H 3.0691 1.2686 2.4878 0.0 0.0 0.1 0.447
```
Positions in Å, forces in eV/Å.

M	499.95	g/mol
frontier orbital gap	8.849	eV
total charge	0
total energy	-54578.0409	eV
relative energy (zero: lowest compared OMol25 entry of this formula, charge and spin)	0.5	kcal per mole
LUMO	0.007	Eh

4.
ORCA calculation (ωB97M-V/def2-TZVPD) on a molecular structure, C6H18BeN3O15 at a distorted geometry.

The geometry in XYZ format:
```
43
Properties=species:S:1:pos:R:3:forces:R:3:mulliken_charge:R:1
Be 0.0076 -0.0513 -0.2110 -0.5 0.7 -1.7 1.305
N 0.3363 2.1691 -3.2116 -1.0 1.1 -0.1 0.659
O -0.6536 2.8527 -3.4780 0.6 -0.6 0.3 -0.556
O 1.3501 2.2202 -3.9335 0.4 -0.6 0.1 -0.686
O 0.3445 1.4310 -2.1740 0.3 -0.7 0.5 -0.357
N -3.0933 -0.4873 -2.1205 -0.7 0.3 -1.4 0.683
O -1.9846 -0.8723 -1.6093 1.1 -0.3 0.8 -0.461
O -4.0386 -1.3009 -2.1584 0.3 -0.2 0.6 -0.677
O -3.1866 0.5993 -2.6670 0.3 -0.1 0.5 -0.507
N -2.2425 3.0019 0.3072 -0.2 1.4 -1.6 0.623
O -1.7930 1.8304 0.2671 0.4 -1.2 0.8 -0.374
O -2.5881 3.5503 -0.7512 0.1 -0.4 0.9 -0.551
O -2.3101 3.6386 1.3890 0.3 -0.6 0.3 -0.661
C 0.6588 1.4533 2.9859 -0.5 0.3 -0.8 -0.382
C 1.5169 2.2726 2.0104 -0.1 -0.6 0.4 -0.748
O 1.0209 2.2041 0.6966 0.2 -0.3 0.0 -0.254
O 0.3660 0.1756 2.3725 0.9 0.3 0.1 -0.292
H -0.3286 1.8834 3.1633 0.2 0.6 0.1 0.388
H 1.2204 1.3088 3.9114 -0.1 0.0 0.1 0.356
H 2.5174 1.8355 2.0838 0.1 0.0 -0.5 0.191
H 1.6000 3.3329 2.2540 0.0 -0.1 0.7 0.426
H 0.4275 2.9658 0.6495 -0.5 -0.4 -0.7 0.195
H -0.2269 -0.2195 3.0168 -0.3 -0.4 -0.5 0.184
C 1.8653 -1.0159 -2.2713 1.5 -1.0 -0.3 -0.335
C 2.8040 -1.2051 -1.1144 -0.1 0.3 0.4 -0.629
O 2.4251 -0.2505 -0.1241 -0.6 0.0 0.0 -0.303
O 0.5598 -1.2983 -1.7639 0.2 1.5 0.6 -0.277
H 2.1203 -1.7978 -2.9961 -0.2 0.0 -0.1 0.428
H 2.0422 -0.0506 -2.7495 -0.8 0.2 0.3 0.209
H 3.8516 -1.0400 -1.3655 0.0 -0.1 -0.4 0.537
H 2.6793 -2.2097 -0.7021 0.2 -0.1 0.0 0.137
H 3.1650 -0.1272 0.4739 -0.3 0.2 0.3 0.258
H -0.0428 -1.0823 -2.4899 -1.0 0.4 0.3 0.281
C -0.7373 -3.0941 0.7574 -0.3 -1.1 0.2 -0.421
C -1.4948 -2.3942 1.8548 -0.4 -0.2 -0.1 -0.614
O -1.8871 -1.1229 1.3775 0.2 -0.1 0.0 -0.269
O 0.5326 -2.4683 0.6427 -0.1 0.1 0.1 -0.372
H -1.3041 -3.1604 -0.1766 0.0 1.1 -0.1 0.233
H -0.6308 -4.1682 0.9525 0.3 0.1 0.7 0.522
H -0.8996 -2.2376 2.7599 0.4 -0.4 -0.1 0.195
H -2.3307 -3.0302 2.1578 -0.3 0.2 -0.2 0.469
H -2.7695 -0.9074 1.6901 0.0 0.3 -0.4 0.211
H 1.1310 -3.1335 0.2942 0.1 0.3 -0.3 0.236
```
Positions in Å, forces in eV/Å.

M	381.23	g/mol
frontier orbital gap	6.346	eV
total charge	-1
total energy	-42085.4604	eV
relative energy (zero: lowest compared OMol25 entry of this formula, charge and spin)	40.3	kcal per mole
LUMO	0.058	Eh

Question: Look up the LUMO of the fourth one.
Answer: 0.058 Eh

Question: Among the records above, which one has the lowest LUMO?
Answer: C6H10N